(1)
A structure of composition C34H38CdN6O5S. Source: the Open Molecules 2025 dataset; level of theory: the ωB97M-V functional and the def2-TZVPD basis.

Output
- highest occupied orbital energy (eV) = -1.6
- total energy (eV) = -70456.293
- orbital gap (eV) = 6.19

The geometry in ORCA input format:
```
! wB97M-V def2-TZVPD RIJCOSX def2/J DEFGRID3
* xyz -2 1
Cd -0.345 1.200 -0.342
S 1.886 2.337 0.495
O -2.519 0.771 -1.154
O -1.438 -5.191 -2.727
O -0.864 3.843 0.231
O 2.215 -1.741 -0.147
O 0.480 -0.688 0.776
N 2.216 1.095 -2.460
N -0.502 -4.936 -0.704
N -1.261 2.612 2.140
N -1.668 1.613 1.327
N -0.320 -0.740 -2.043
N -0.285 2.674 -2.465
C -3.028 -0.200 -0.509
C -0.166 4.698 2.339
C -3.683 -1.394 1.532
C -3.045 -0.308 0.932
C 0.377 3.246 -3.619
C 0.335 -4.272 0.275
C -2.484 0.721 1.764
C 0.604 5.458 4.490
C -0.452 -3.778 1.487
C -0.007 4.499 3.707
C 2.604 1.975 -3.531
C 0.215 -1.663 -4.166
C -1.041 -6.235 -0.341
C 2.634 1.278 1.647
C -4.285 -2.401 0.803
C 3.363 1.873 2.685
C -3.688 -1.247 -1.216
C 3.333 -0.865 2.492
C 4.071 -0.265 3.501
C 2.610 -0.127 1.572
C -0.437 -3.100 -2.355
C -2.538 -6.178 -0.044
C 0.924 6.835 2.558
C 0.064 -0.591 -3.297
C -0.784 3.654 1.468
C 1.070 6.634 3.921
C 1.893 3.326 -3.415
C -4.281 -2.313 -0.587
C 0.316 5.874 1.772
C -0.828 -4.475 -1.933
C -0.586 -1.945 -1.580
C 1.710 -0.902 0.617
C -0.036 -2.933 -3.679
C 4.068 1.118 3.599
H -1.392 -3.338 1.167
H 3.699 2.167 -3.565
H 0.272 0.422 -3.597
H 2.335 1.504 -4.491
H -1.252 2.441 -2.662
H 2.377 1.531 -1.549
H 4.617 1.607 4.398
H -3.690 -1.454 2.617
H 0.048 -3.802 -4.316
H -2.751 -5.452 0.735
H -0.298 3.341 -1.696
H -0.950 -1.973 -0.565
H -2.828 0.770 2.809
H -2.891 -7.159 0.273
H 0.851 -3.428 -0.190
H -3.069 -5.879 -0.942
H 0.123 -3.003 1.984
H 0.212 6.008 0.705
H 0.163 2.635 -4.505
H -0.666 -4.582 2.192
H 3.342 2.952 2.765
H -4.752 -3.248 1.297
H 2.706 0.209 -2.484
H -3.679 -1.183 -2.298
H -0.875 -6.927 -1.177
H 1.103 -4.989 0.601
H -0.364 3.575 4.130
H 2.314 4.004 -4.166
H 0.517 -1.505 -5.194
H 4.630 -0.867 4.209
H 2.079 3.728 -2.417
H -4.751 -3.094 -1.176
H 0.738 5.288 5.552
H 1.550 7.388 4.536
H -0.503 -6.600 0.537
H 3.307 -1.945 2.406
H 0.012 4.269 -3.843
H 1.301 7.745 2.105
*
```

Here are the Löwdin charges for atoms 1 to 5, given in e:
1. Cd 1.373
2. S 0.608
3. O -0.177
4. O 0.021
5. O -0.147

***

(2)
A cluster of 2 separate species, C34H38ClN3O2S in total. Source: the Open Molecules 2025 dataset; level of theory: the ωB97M-V functional and the def2-TZVPD basis.

Output
- highest occupied orbital energy (eV) = -5.1
- total energy (eV) = -67791.047
- orbital gap (eV) = 2.91

The geometry in ORCA input format:
```
! wB97M-V def2-TZVPD RIJCOSX def2/J DEFGRID3
* xyz 0 1
Cl -1.865 0.375 -1.669
S -0.070 1.042 -3.993
O 0.799 -0.112 -3.855
O 0.405 2.355 -3.595
N 4.954 -4.527 1.641
N -6.875 -1.421 1.725
N 2.632 4.997 1.728
C -7.376 -2.440 2.626
C -2.809 -0.317 1.407
C 2.838 -3.612 0.803
C -0.189 0.059 -6.591
C 0.986 -0.441 1.572
C 1.390 0.952 1.676
C 2.009 -1.479 1.625
C -4.515 -2.007 1.900
C -1.430 0.068 1.252
C 1.228 3.185 2.615
C -3.840 0.650 1.332
C 2.439 1.402 0.843
C 3.170 -1.360 2.430
C -0.338 0.169 -7.980
C 2.800 2.737 0.810
C 4.841 -5.732 2.434
C -5.545 -1.052 1.691
C 3.776 5.472 2.476
C -0.379 -0.796 1.452
C 0.767 1.879 2.538
C 4.101 -2.385 2.490
C -0.689 2.408 -6.355
C 1.855 -2.638 0.837
C -3.190 -1.661 1.678
C -0.670 1.395 -8.563
C 1.994 6.004 0.908
C 2.226 3.650 1.722
C -0.842 2.514 -7.744
C -7.838 -0.911 0.767
C 6.190 -4.407 0.895
C -1.620 0.733 -3.249
C -5.173 0.295 1.393
C -0.388 1.175 -5.784
C 3.972 -3.520 1.648
H -5.948 1.054 1.243
H 3.546 3.089 0.095
H -2.499 1.005 -3.834
H -8.266 -1.745 0.190
H -8.283 -2.072 3.126
H 0.977 -2.720 0.198
H 0.820 3.882 3.347
H 3.465 6.262 3.175
H 0.085 -0.895 -6.148
H -0.807 3.288 -5.727
H 2.928 0.686 0.181
H 6.293 -5.246 0.192
H -0.802 1.475 -9.643
H 4.522 5.911 1.796
H -1.220 1.113 1.000
H 6.208 -3.463 0.336
H 3.319 -0.459 3.027
H -8.669 -0.408 1.280
H 1.165 5.564 0.339
H -1.107 3.477 -8.184
H 2.723 6.446 0.211
H -3.551 1.707 1.295
H 3.897 -5.731 2.994
H -4.764 -3.043 2.156
H 5.683 -5.801 3.137
H 7.054 -4.448 1.574
H -6.627 -2.685 3.389
H 1.609 6.817 1.542
H 4.881 -6.620 1.788
H 4.949 -2.329 3.176
H -0.202 -0.716 -8.603
H -7.656 -3.351 2.079
H -0.053 1.548 3.179
H -7.358 -0.205 0.077
H 2.748 -4.456 0.120
H -2.424 -2.422 1.796
H 4.235 4.649 3.040
H -0.609 -1.859 1.525
*
```

Here are the Löwdin charges for atoms 1 to 5, given in e:
1. Cl 0.676
2. S 0.580
3. O -0.372
4. O -0.369
5. N -0.255